Molecular formula: C29H31N2O
Method: DFT, ωB97M-V with the def2-TZVPD basis set

```
! RIJCOSX wB97M-V def2-TZVPD def2/J DEFGRID3
* xyz 1 1
H -2.0073 2.9153 5.5454
H -0.5817 3.9156 5.2647
H 2.0793 2.4344 -1.5287
N -2.7712 -1.3561 -1.8786
H 2.8802 0.3295 2.1490
H 3.5427 -0.9707 -3.9200
C 0.2186 0.1305 2.9877
O 3.0065 -3.6921 -3.7507
C -5.7170 -0.2706 0.1172
C -3.5902 0.1650 1.2383
C 1.9416 -0.2237 -1.7243
C -1.1194 2.5710 2.8386
H 0.3153 -1.2514 0.6759
H -5.5333 0.5785 2.0956
H 3.0525 -4.6461 -1.9887
C -4.9944 0.1951 1.2268
H -5.5702 -1.1918 -1.8633
C 3.3415 3.6219 1.4176
C -0.9305 2.8785 5.3313
H 3.5429 2.4523 3.2351
H -3.0452 0.4538 2.1339
C -5.0427 -0.7841 -1.0003
H -0.4272 2.4134 6.1845
C 2.5515 -2.5776 -1.6090
H -1.3765 2.1522 0.7387
H -0.6544 -1.6363 -1.9909
C 2.4523 -3.8485 -2.4468
H 1.2842 -2.8765 -4.6468
C -3.6544 -0.7536 -0.9767
H 2.8944 -2.6446 -5.4591
C -0.3403 -0.3788 0.6222
C 2.4341 2.4329 -0.4975
H 1.9049 -2.6817 -0.7324
H 3.7068 4.5428 1.8726
N 2.1269 -1.4086 -2.3761
H 0.5117 0.5946 5.0728
H -2.9481 -3.1643 -2.9565
H 2.9612 4.5250 -0.5101
H 3.5942 -2.4715 -1.2598
C 2.9220 3.6063 0.0808
H 0.7573 -0.8209 3.0422
H 2.2253 -0.9109 0.2639
H -6.8047 -0.2412 0.1282
C 3.2755 2.4434 2.1755
C -3.1725 -2.0917 -3.0645
H 1.3890 -4.1469 -2.4997
H -1.6188 3.5413 2.7906
H 1.8358 -0.5687 -4.2749
H 1.6965 0.6132 -2.3885
H -4.2468 -1.9664 -3.2186
C -1.4937 -1.2273 -1.4380
C -1.4775 -0.5468 -0.1964
C -0.3721 0.5151 1.7564
C 2.8679 1.2582 1.5749
C -0.6544 2.1082 4.0760
C -2.8947 -0.2549 0.1108
C 2.4179 1.2302 0.2377
H -2.6323 -1.7117 -3.9422
C 0.0688 0.9096 4.1234
C 2.3601 -2.6585 -4.4982
C -0.9827 1.7956 1.6923
C 2.4959 -1.3109 -3.8082
C 1.9988 -0.0381 -0.3551
*
```

The HOMO energy comes out at -9.977 eV. Its LUMO energy is -4.50 eV. The orbital gap is 0.2014 Ha. The energy relative to the best compared isomer or geometry (same formula, charge and spin) is 44.78 kJ/mol.

Mulliken atomic charge list, values in e, 5 entries: number 1, H, carries 0.32; number 2, H, carries 0.36; number 3, H, carries 0.26; number 4, N, carries 0.19; number 5, H, carries 0.38